The following is a quantum chemistry calculation of 2 unconnected molecules or ions with the total composition C6H11NO in a non-equilibrium geometry, from the Open Molecules 2025 dataset.

As for the total charge: 0. The calculated total energy comes out at -365.15675 hartree. The SMILES is C=CC(C)(C)O.C#N. The calculation puts the energy above the lowest of the compared OMol25 structures with the same formula, charge and spin at 196.2 kJ/mol. The value obtained for the lowest unoccupied orbital energy is 0.84 eV.

Each line ends with the Mulliken charge.
Cartesian coordinates (Å):
C  -0.127  1.350  1.532  -1.70
C  1.158  0.811  -0.564  -1.82
C  -0.100  0.500  0.249  1.73
O  -1.264  0.797  -0.524  -0.56
H  0.721  1.107  2.166  0.36
H  -1.045  1.162  2.082  0.37
H  -0.086  2.411  1.281  0.41
H  1.209  0.151  -1.426  0.38
H  1.139  1.845  -0.907  0.49
H  2.046  0.672  0.044  0.41
C  -0.197  -0.953  0.638  -0.63
C  -1.481  -1.360  -2.331  0.13
C  0.810  -1.793  0.786  -0.68
N  -0.517  -1.909  -2.088  -0.37
H  -1.212  -1.269  0.838  0.36
H  -1.130  1.655  -0.945  0.35
H  -2.396  -0.847  -2.517  0.27
H  0.640  -2.809  1.094  0.28
H  1.832  -1.521  0.592  0.21


The following is a quantum chemistry calculation of a molecular structure, C5H14N2O3 in a non-equilibrium geometry, from the Open Molecules 2025 dataset.

As for the total charge: 0. The calculated total energy comes out at -534.04723 hartree. The calculation puts the energy above the lowest of the compared OMol25 structures with the same formula, charge and spin at 344.6 kJ/mol. The value obtained for the lowest unoccupied orbital energy is 0.45 eV.

Each line ends with the Mulliken charge.
Cartesian coordinates (Å):
C  0.241  0.956  -1.766  0.26
C  -0.412  -0.501  0.368  0.59
C  0.744  0.266  -0.096  -0.97
C  0.688  -0.901  1.882  -0.61
C  -0.204  -0.794  3.101  -1.10
N  1.156  1.940  -2.263  -0.56
N  -0.751  -1.662  -0.315  -0.37
O  0.076  -0.090  -2.690  -0.46
O  -0.980  1.632  -1.466  -0.56
O  -1.506  0.222  0.723  -0.62
H  -0.854  -0.209  -2.969  0.28
H  -1.329  2.070  -2.260  0.33
H  -1.565  0.990  0.109  0.49
H  2.059  1.520  -2.446  0.25
H  0.819  2.343  -3.143  0.29
H  -1.664  -1.642  -0.746  0.20
H  -0.305  -2.524  -0.045  0.18
H  0.859  1.222  0.393  0.30
H  1.636  -0.291  -0.349  0.49
H  1.620  -0.368  2.067  0.32
H  0.965  -1.931  1.657  0.38
H  -1.099  -1.408  2.996  0.25
H  -0.514  0.244  3.242  0.27
H  0.318  -1.085  4.015  0.41


The following is a quantum chemistry calculation of 2 unconnected molecules or ions with the total composition C8H18NO3PS in a non-equilibrium geometry, from the Open Molecules 2025 dataset.

As for the total charge: 0. The calculated total energy comes out at -1335.48096 hartree. The calculation puts the energy above the lowest of the compared OMol25 structures with the same formula, charge and spin at 338.6 kJ/mol. The value obtained for the lowest unoccupied orbital energy (alpha / beta) is -1.34 / -0.52 eV.

Each line ends with the Mulliken charge.
Cartesian coordinates (Å):
C  -3.388  0.224  0.734  -0.72
C  -3.375  1.031  -0.482  -0.49
C  -1.965  0.562  1.430  -0.36
C  -2.291  2.044  -0.380  -0.50
C  2.122  -0.039  2.408  -1.27
C  3.378  -0.987  0.560  -1.13
C  1.478  -1.676  -2.840  -0.60
C  2.261  -0.098  0.927  0.56
N  -1.347  1.548  0.554  -0.40
O  1.181  1.083  -1.455  -0.62
O  -1.165  -1.305  -2.939  -0.58
O  1.047  -0.712  0.387  -0.25
P  0.320  0.097  -0.818  0.46
S  -0.183  -1.796  -1.984  0.42
H  -4.136  0.589  1.318  0.38
H  -3.455  -0.817  0.537  0.30
H  -3.329  0.432  -1.313  0.29
H  -4.345  1.577  -0.576  0.34
H  -2.296  0.908  2.384  0.34
H  -1.181  -0.118  1.737  0.23
H  -1.811  2.014  -1.328  0.22
H  -2.521  3.010  0.021  0.42
H  1.507  -0.922  2.782  0.28
H  3.202  -0.089  2.846  0.39
H  1.797  1.009  2.745  0.26
H  3.295  -1.943  1.063  0.32
H  4.428  -0.558  0.732  0.36
H  3.056  -1.070  -0.532  0.17
H  1.943  -0.852  -2.407  0.13
H  1.509  -1.456  -3.974  0.34
H  1.958  -2.626  -2.490  0.32
H  2.310  0.932  0.353  0.40


The following is a quantum chemistry calculation of 7 unconnected molecules or ions with the total composition C10H33N14O8 in a non-equilibrium geometry, from the Open Molecules 2025 dataset.

As for the total charge: +1. The calculated total energy comes out at -1769.31153 hartree. The value obtained for the lowest unoccupied orbital energy is -2.81 eV.

Each line ends with the Mulliken charge.
Cartesian coordinates (Å):
O  5.366  -1.347  -0.725  -0.24
N  5.173  -2.342  -1.275  0.26
O  3.819  -2.438  -1.793  -0.28
C  2.820  -1.964  -0.929  -0.36
C  2.149  -0.642  -1.379  -0.20
C  0.618  -0.852  -1.308  -0.15
C  0.455  -2.176  -0.553  -0.43
N  1.667  -2.895  -1.016  -0.04
H  3.141  -1.913  0.110  0.62
H  2.474  0.091  -0.639  0.29
H  2.545  -0.283  -2.327  0.16
H  0.214  -0.015  -0.751  0.02
H  0.093  -0.910  -2.260  0.25
H  0.442  -1.898  0.498  0.30
H  -0.380  -2.799  -0.832  0.05
H  1.770  -3.883  -0.764  0.43
H  1.520  -2.926  -2.032  0.35
C  4.571  0.787  -4.381  0.69
O  3.685  0.985  -3.561  -0.67
N  5.826  0.391  -4.017  -0.38
N  4.370  0.955  -5.718  -0.41
H  6.567  0.231  -4.673  0.17
H  6.011  0.284  -3.038  0.20
H  3.459  1.252  -6.013  0.22
H  5.080  0.805  -6.409  0.16
C  0.056  2.969  0.321  0.64
O  0.292  1.764  0.363  -0.65
N  -0.716  3.604  1.236  -0.18
N  0.577  3.758  -0.667  -0.39
H  -0.903  4.591  1.210  0.13
H  -1.123  3.062  1.983  0.05
H  1.159  3.317  -1.354  0.22
H  0.407  4.743  -0.730  0.17
C  -1.072  -5.848  -1.114  0.65
O  -0.130  -5.160  -0.722  -0.63
N  -1.056  -7.203  -1.027  -0.45
N  -2.189  -5.288  -1.650  -0.31
H  -1.812  -7.785  -1.334  0.16
H  -0.242  -7.633  -0.629  0.22
H  -2.236  -4.283  -1.705  0.19
H  -2.970  -5.826  -1.973  0.18
C  -3.249  -1.282  -0.143  0.71
O  -2.569  -1.717  -1.066  -0.64
N  -4.589  -1.518  -0.060  -0.43
N  -2.716  -0.522  0.854  -0.19
H  -5.168  -1.169  0.680  0.14
H  -5.008  -2.065  -0.788  0.22
H  -1.739  -0.293  0.805  0.08
H  -3.256  -0.149  1.612  0.12
C  -0.398  2.238  4.791  0.65
O  -1.111  1.927  3.840  -0.65
N  0.677  3.054  4.638  -0.33
N  -0.639  1.789  6.054  -0.44
H  1.275  3.331  5.393  0.17
H  0.865  3.397  3.713  0.22
H  -1.428  1.185  6.188  0.22
H  -0.073  2.033  6.844  0.15
C  -3.661  4.646  2.555  0.73
O  -2.729  5.435  2.602  -0.68
N  -4.783  4.890  1.812  -0.40
N  -3.638  3.461  3.231  -0.30
H  -5.560  4.260  1.758  0.15
H  -4.819  5.755  1.307  0.23
H  -2.810  3.254  3.765  0.11
H  -4.370  2.780  3.187  0.14


The following is a quantum chemistry calculation of 11 unconnected molecules or ions with the total composition C17H48N8O25S3 in a non-equilibrium geometry, from the Open Molecules 2025 dataset.

As for the total charge: 0. The calculated total energy comes out at -4189.30484 hartree. The SMILES is CCOS(C)(=O)=O.CCOS(C)(=O)=O.CCOS(C)(=O)=O.C[N+](=O)[O-].C[N+](=O)[O-].C[N+](=O)[O-].C[N+](=O)[O-].C[N+](=O)[O-].C[N+](=O)[O-].C[N+](=O)[O-].C[N+](=O)[O-]. The calculation puts the energy above the lowest of the compared OMol25 structures with the same formula, charge and spin at 0.0 kJ/mol. The value obtained for the lowest unoccupied orbital energy is 0.00 eV.

Each line ends with the Mulliken charge.
Cartesian coordinates (Å):
C  21.952  -15.639  13.531  -0.92
N  22.332  -16.006  12.165  0.88
O  21.528  -16.637  11.559  -0.34
O  23.376  -15.651  11.750  -0.55
H  21.890  -14.559  13.642  0.28
H  22.708  -15.991  14.235  0.33
H  21.017  -16.098  13.830  0.30
C  12.601  -15.361  9.988  -0.79
N  12.684  -15.644  11.439  0.86
O  13.055  -16.741  11.774  -0.41
O  12.312  -14.783  12.186  -0.56
H  11.542  -15.438  9.763  0.31
H  13.276  -15.966  9.396  0.25
H  12.903  -14.327  9.825  0.32
C  20.568  -12.072  10.053  -0.80
N  21.089  -12.392  11.402  0.94
O  22.271  -12.512  11.557  -0.53
O  20.280  -12.498  12.288  -0.57
H  21.315  -12.216  9.284  0.30
H  20.385  -10.998  10.137  0.34
H  19.701  -12.686  9.857  0.26
C  17.629  -13.185  14.221  -0.88
N  17.168  -14.389  13.476  1.14
O  17.635  -15.446  13.769  -0.56
O  16.222  -14.245  12.751  -0.55
H  18.371  -12.678  13.622  0.26
H  17.975  -13.520  15.194  0.35
H  16.748  -12.583  14.410  0.32
C  19.492  -17.237  4.687  -0.87
N  19.523  -16.659  6.031  0.99
O  20.599  -16.463  6.566  -0.47
O  18.466  -16.250  6.479  -0.58
H  18.437  -17.474  4.527  0.35
H  20.045  -18.148  4.523  0.19
H  19.634  -16.494  3.904  0.34
C  22.676  -16.567  8.751  -0.74
N  22.356  -15.126  8.666  0.99
O  21.230  -14.801  8.963  -0.37
O  23.271  -14.346  8.506  -0.63
H  23.265  -16.879  7.893  0.34
H  21.743  -17.065  8.960  0.13
H  23.314  -16.800  9.601  0.33
C  20.819  -20.140  12.655  -0.45
N  20.964  -21.628  12.663  0.98
O  21.156  -22.166  13.711  -0.58
O  20.852  -22.180  11.612  -0.55
H  21.752  -19.635  12.840  0.32
H  20.087  -20.014  13.455  0.34
H  20.258  -19.857  11.772  -0.06
C  14.313  -15.843  14.601  -0.36
N  14.897  -16.183  15.920  1.02
O  15.857  -15.533  16.306  -0.56
O  14.386  -17.131  16.513  -0.58
H  14.758  -16.481  13.844  -0.28
H  14.636  -14.819  14.412  0.42
H  13.233  -15.882  14.540  0.38
O  15.508  -16.953  9.767  -0.58
S  16.076  -18.247  10.038  1.35
O  15.956  -19.341  9.129  -0.69
O  17.631  -18.132  10.362  -0.23
C  18.142  -16.987  11.072  0.38
C  18.037  -15.623  10.381  -0.58
C  15.429  -18.747  11.647  -1.01
H  19.183  -17.207  11.288  -0.13
H  17.616  -16.945  12.027  0.15
H  18.981  -15.092  10.457  -0.24
H  17.153  -15.108  10.729  0.31
H  17.940  -15.834  9.310  0.34
H  14.443  -19.177  11.471  0.66
H  15.515  -17.959  12.375  -0.24
H  15.944  -19.676  11.906  0.45
O  13.743  -21.301  16.067  -0.67
S  13.952  -20.595  14.842  1.19
O  15.245  -20.088  14.472  -0.54
O  13.460  -21.551  13.633  -0.22
C  13.790  -22.939  13.687  -0.45
C  14.791  -23.349  12.639  -1.01
C  12.761  -19.313  14.599  -0.61
H  12.865  -23.532  13.612  0.32
H  14.073  -23.293  14.688  0.37
H  14.996  -24.420  12.696  0.39
H  15.776  -22.908  12.821  0.24
H  14.444  -23.070  11.645  0.27
H  11.799  -19.733  14.326  0.41
H  13.130  -18.727  13.762  0.00
H  12.724  -18.790  15.552  0.36
O  20.023  -21.129  4.421  -0.65
S  21.117  -20.764  5.270  1.18
O  22.269  -20.166  4.673  -0.62
O  20.549  -19.744  6.380  -0.11
C  19.436  -20.152  7.250  -0.68
C  19.675  -19.464  8.568  -0.12
C  21.626  -22.084  6.339  -1.00
H  19.336  -21.230  7.315  0.54
H  18.586  -19.705  6.734  0.13
H  18.855  -19.707  9.242  0.14
H  19.915  -18.416  8.416  -0.21
H  20.578  -19.872  9.042  0.30
H  22.597  -21.929  6.789  0.31
H  21.776  -22.941  5.657  0.42
H  20.849  -22.550  6.941  0.34


The following is a quantum chemistry calculation of 2 unconnected molecules or ions with the total composition C3H3NS in a non-equilibrium geometry, from the Open Molecules 2025 dataset.

As for the total charge: 0. The calculated total energy comes out at -568.87827 hartree. The calculation puts the energy above the lowest of the compared OMol25 structures with the same formula, charge and spin at 365.8 kJ/mol. The value obtained for the lowest unoccupied orbital energy (alpha / beta) is -1.53 / -1.53 eV.

Each line ends with the Mulliken charge.
Cartesian coordinates (Å):
C  -1.298  -0.886  -0.190  0.52
C  -1.155  0.473  -0.031  -0.11
C  1.377  0.207  0.110  -0.79
N  -1.330  -2.073  -0.224  -0.38
S  -2.043  1.764  0.106  -0.19
H  1.296  1.139  0.595  0.35
H  1.631  0.061  -1.015  0.27
H  1.522  -0.686  0.650  0.32